# 1
{
  "formula": "C2H9N3O",
  "method": "ωB97M-V with the def2-TZVPD basis set",
  "symbols": ["N", "C", "C", "N", "N", "O", "H", "H", "H", "H", "H", "H", "H", "H", "H"],
  "xyz": [[1.441, 0.508, -0.313], [0.359, -0.107, 0.107], [-0.661, -0.532, -0.794], [-1.606, 0.544, -1.013], [0.518, -0.663, 1.447], [1.413, -0.153, 2.289], [1.581, 0.883, -1.176], [2.160, 1.007, 0.318], [-0.260, -1.042, -1.769], [-1.326, -1.369, -0.394], [-2.079, 0.389, -1.868], [-1.057, 1.452, -1.178], [-2.204, 0.917, -0.269], [-0.288, -1.133, 1.886], [2.009, -0.699, 2.728]],
  "atomic_forces_ev_per_a": [[0.933, 1.410, 3.699], [5.432, -2.075, 6.104], [-2.455, -4.280, -0.868], [1.892, 4.204, -0.641], [-2.479, 0.061, -3.878], [-1.530, 4.077, -1.443], [-0.145, 0.805, -3.508], [-1.573, -1.628, -0.405], [-0.539, 1.589, 1.508], [1.252, 0.764, -0.022], [-1.480, -0.136, -1.196], [-0.695, -1.170, -0.337], [-0.562, -1.119, 0.362], [0.387, 0.362, -0.218], [1.562, -2.863, 0.843]],
  "nbo_charge": [-0.666, 0.451, -0.355, -0.661, -0.174, -0.506, 0.428, 0.484, 0.334, 0.301, 0.475, 0.454, 0.480, 0.422, 0.533],
  "lumo_energy_ha": -0.3466,
  "charge": 2,
  "de_lowest_kcal_mol": 57.89,
  "multiplicity": 1,
  "e_homo_ev": -19.18,
  "homo_lumo_gap_ha": 0.358,
  "e_tot_ha": -320.34577
}

# 2
{
  "formula": "C18H27O15Pt",
  "method": "ωB97M-V with the def2-TZVPD basis set",
  "symbols": ["Pt", "C", "C", "O", "O", "H", "H", "H", "C", "C", "O", "O", "H", "H", "H", "C", "C", "O", "O", "H", "H", "H", "C", "C", "C", "O", "C", "O", "O", "H", "H", "H", "H", "H", "H", "C", "C", "C", "O", "C", "O", "O", "H", "H", "H", "H", "H", "H", "C", "C", "C", "O", "C", "O", "O", "H", "H", "H", "H", "H", "H"],
  "xyz": [[-0.795, 0.292, 1.982], [2.283, 3.291, 1.312], [1.078, 3.144, 2.236], [0.603, 4.165, 2.738], [0.630, 1.966, 2.433], [2.338, 2.377, 0.714], [3.132, 3.520, 1.958], [2.224, 4.109, 0.592], [1.275, -0.988, 5.500], [0.011, -0.335, 4.874], [-0.293, 0.722, 5.399], [-0.453, -0.883, 3.804], [1.579, -1.904, 4.981], [0.998, -1.246, 6.524], [2.101, -0.285, 5.482], [-4.673, 2.016, 2.372], [-3.401, 1.229, 2.570], [-2.430, 1.699, 3.193], [-3.276, 0.095, 2.004], [-4.506, 3.004, 2.814], [-5.474, 1.604, 2.988], [-4.914, 2.188, 1.327], [-2.224, 3.443, -3.947], [-1.399, 2.288, -3.412], [0.057, 2.749, -3.100], [0.284, 2.461, -1.746], [-0.823, 1.853, -1.229], [-0.868, 1.349, -0.164], [-1.855, 1.954, -2.091], [-2.442, 4.198, -3.194], [-3.176, 3.063, -4.320], [-1.666, 3.941, -4.743], [-1.424, 1.407, -4.051], [0.140, 3.822, -3.273], [0.723, 2.242, -3.802], [-1.664, -4.606, -2.444], [-1.379, -4.557, -0.963], [0.112, -4.369, -0.607], [0.164, -3.057, -0.036], [-1.098, -2.596, 0.181], [-1.355, -1.564, 0.690], [-2.004, -3.367, -0.466], [-1.679, -3.605, -2.891], [-2.620, -5.016, -2.773], [-0.909, -5.127, -3.044], [-1.781, -5.451, -0.489], [0.688, -4.377, -1.528], [0.377, -5.059, 0.190], [3.161, -0.278, -2.643], [2.781, -1.133, -1.501], [3.920, -1.641, -0.589], [3.502, -1.217, 0.729], [2.244, -0.720, 0.650], [1.459, -0.664, 1.526], [2.050, -0.262, -0.621], [3.963, 0.434, -2.453], [2.334, 0.310, -3.049], [3.450, -0.857, -3.531], [2.114, -1.959, -1.760], [4.840, -1.090, -0.765], [3.966, -2.724, -0.536]],
  "atomic_forces_ev_per_a": [[0.621, 1.604, 2.480], [-0.035, -0.326, -0.350], [-1.630, 0.475, 0.278], [0.385, 0.328, -0.139], [0.559, -0.699, -0.436], [0.656, -0.070, 0.280], [0.288, -0.456, -0.217], [-0.418, 0.230, 0.269], [-0.751, -1.061, -0.275], [1.543, 1.029, -0.099], [-0.754, -0.150, 0.032], [-0.091, -0.272, -0.366], [-0.054, 0.082, 0.014], [0.315, 0.090, 0.117], [-0.096, 0.210, 0.081], [0.183, 1.100, 1.333], [1.350, -1.552, -0.766], [-0.198, 0.834, -0.180], [-1.154, 0.281, -0.540], [0.071, -0.015, -0.122], [-0.235, -0.336, -0.546], [-0.214, -0.535, -0.075], [-0.290, -0.441, -0.387], [0.614, 1.382, 1.301], [-0.642, 0.240, -1.196], [0.002, -0.677, -0.089], [0.260, 0.403, -0.058], [-0.147, 0.051, -0.102], [-0.314, -0.676, -0.341], [0.207, -0.171, 0.258], [0.011, 0.208, -0.155], [-0.179, -0.117, -0.186], [-0.118, -0.074, 0.047], [0.131, 0.037, 0.168], [0.420, -0.082, 0.503], [0.107, 0.271, -1.628], [-0.196, 0.144, -0.674], [-1.091, 0.599, 0.310], [-0.060, -0.308, 0.098], [0.171, 0.614, -1.045], [-0.439, -0.751, -0.068], [0.121, -0.655, 0.829], [0.180, 0.140, 0.429], [-0.090, -0.211, 0.629], [0.078, -0.263, 0.427], [-0.143, 0.210, 0.302], [0.513, -0.273, 0.303], [0.570, -0.264, -0.400], [0.435, 0.189, -2.268], [-0.283, 0.544, 0.991], [-0.615, 0.995, 0.783], [-0.249, -0.653, 0.045], [0.189, 0.500, -0.578], [0.119, -0.063, 0.399], [-0.485, -0.696, 0.276], [0.034, -0.120, 0.395], [-0.285, -0.050, 0.538], [0.285, -0.196, 0.308], [0.012, 0.020, -0.248], [0.298, -0.553, -0.311], [0.527, -0.045, -0.379]],
  "mulliken_spin": [1.347, 0.007, 0.011, 0.010, 0.056, -0.002, 0.000, 0.000, 0.016, 0.000, 0.014, 0.121, -0.001, -0.002, 0.002, 0.015, 0.016, 0.092, 0.029, -0.001, -0.001, 0.000, 0.000, 0.000, 0.000, 0.000, 0.036, 0.105, 0.002, 0.000, 0.000, 0.000, 0.000, 0.000, 0.000, 0.000, 0.001, 0.000, -0.004, 0.009, 0.048, 0.001, 0.000, 0.000, 0.000, 0.000, 0.000, 0.000, 0.000, 0.000, 0.000, 0.001, 0.009, 0.067, -0.003, 0.000, 0.000, 0.000, 0.000, 0.000, 0.000],
  "lumo_energy_ha": [0.0593, 0.0593],
  "charge": -1,
  "de_lowest_kcal_mol": 40.57,
  "multiplicity": 3,
  "e_homo_ev": [-3.97, -3.82],
  "homo_lumo_gap_ha": [0.205, 0.200],
  "e_tot_ha": -1949.96994,
  "s2": 2.003
}

# 3
{
  "formula": "C5H10O",
  "method": "ωB97M-V with the def2-TZVPD basis set",
  "symbols": ["C", "C", "C", "C", "C", "O", "H", "H", "H", "H", "H", "H", "H", "H", "H", "H"],
  "xyz": [[1.826, 0.709, -0.020], [0.525, 0.627, -0.794], [-0.598, 0.422, 0.159], [-1.894, -0.281, -0.214], [-0.948, -0.877, 0.782], [-0.294, -1.988, 0.220], [1.956, -0.214, 0.559], [1.794, 1.540, 0.694], [2.686, 0.837, -0.677], [0.344, 1.544, -1.372], [0.518, -0.207, -1.501], [-0.799, 1.262, 0.834], [-2.525, 0.578, -0.127], [-1.984, -0.882, -1.116], [-1.129, -0.969, 1.851], [0.523, -2.102, 0.723]],
  "atomic_forces_ev_per_a": [[0.238, 0.000, 0.003], [0.185, -0.082, -0.073], [0.276, 0.085, -0.068], [0.465, 0.696, -0.534], [-0.069, 0.175, 0.300], [-0.001, -0.269, 0.311], [0.150, 0.153, -0.079], [0.081, -0.112, -0.134], [0.079, 0.014, 0.096], [0.086, -0.186, 0.092], [0.205, 0.077, 0.017], [0.079, -0.117, -0.333], [-1.712, -0.836, 0.758], [0.244, 0.387, -0.029], [-0.188, 0.088, -0.115], [-0.120, -0.074, -0.213]],
  "nbo_charge": [-0.595, -0.406, -0.226, -0.481, 0.082, -0.708, 0.188, 0.201, 0.209, 0.203, 0.217, 0.200, 0.240, 0.227, 0.178, 0.471],
  "lumo_energy_ha": 0.0347,
  "de_lowest_kcal_mol": 42.34,
  "multiplicity": 1,
  "e_homo_ev": -9.33,
  "homo_lumo_gap_ha": 0.378,
  "e_tot_ha": -271.68514
}

# 4
{
  "formula": "C47H49CaF8GeN8OPS",
  "method": "ωB97M-V with the def2-TZVPD basis set",
  "symbols": ["Ca", "C", "N", "C", "C", "N", "C", "C", "C", "C", "C", "C", "N", "C", "N", "C", "C", "C", "C", "C", "C", "N", "H", "H", "H", "H", "H", "H", "H", "H", "H", "H", "H", "H", "H", "H", "H", "C", "N", "C", "C", "C", "C", "C", "N", "C", "C", "C", "C", "C", "C", "H", "H", "H", "H", "H", "H", "H", "H", "H", "H", "H", "F", "C", "F", "F", "C", "C", "C", "N", "C", "C", "H", "H", "H", "H", "C", "P", "C", "C", "O", "H", "H", "H", "H", "H", "H", "H", "H", "H", "C", "Ge", "C", "C", "C", "H", "H", "H", "H", "H", "H", "H", "H", "H", "H", "F", "C", "C", "F", "C", "F", "C", "S", "C", "F", "C", "F"],
  "xyz": [[0.615, 0.444, -0.022], [-0.300, -2.595, 0.314], [0.121, -1.507, 1.181], [1.274, -1.807, 2.037], [1.955, -0.490, 2.482], [2.390, 0.208, 1.235], [3.741, 0.212, 1.218], [4.635, 0.673, 0.240], [6.018, 0.651, 0.494], [6.525, 0.165, 1.683], [5.640, -0.360, 2.659], [4.290, -0.339, 2.418], [3.224, -0.853, 3.170], [0.294, -2.466, -1.056], [0.844, -1.379, -1.546], [1.051, -1.641, -2.905], [1.589, -0.833, -3.900], [1.643, -1.344, -5.184], [1.171, -2.629, -5.482], [0.642, -3.448, -4.497], [0.596, -2.924, -3.211], [0.138, -3.432, -2.005], [-0.123, -3.588, 0.746], [-1.371, -2.466, 0.146], [-0.710, -1.236, 1.725], [1.001, -2.394, 2.919], [2.009, -2.370, 1.451], [4.240, 1.000, -0.716], [6.703, 1.026, -0.261], [7.594, 0.166, 1.863], [6.028, -0.784, 3.580], [3.214, -0.682, 4.164], [1.914, 0.171, -3.664], [2.038, -0.731, -5.985], [1.208, -2.984, -6.504], [0.264, -4.437, -4.724], [-0.346, -4.300, -1.863], [-2.876, -1.426, -2.415], [-2.663, -1.191, -0.982], [-3.654, -0.839, -0.251], [-3.609, -0.616, 1.172], [-4.732, -0.299, 1.958], [-4.265, -0.172, 3.272], [-2.880, -0.417, 3.201], [-2.480, -0.685, 1.949], [-3.961, -0.645, -3.136], [-4.816, -1.280, -4.029], [-5.769, -0.565, -4.750], [-5.887, 0.805, -4.573], [-5.037, 1.452, -3.681], [-4.084, 0.735, -2.975], [-3.067, -2.494, -2.566], [-1.935, -1.201, -2.930], [-4.646, -0.679, -0.691], [-5.745, -0.175, 1.596], [-4.839, 0.063, 4.157], [-2.156, -0.395, 4.008], [-4.726, -2.352, -4.177], [-6.416, -1.081, -5.452], [-6.631, 1.367, -5.126], [-5.111, 2.525, -3.542], [-3.414, 1.246, -2.296], [-3.787, 6.295, -0.417], [-3.120, 5.922, 0.687], [-2.159, 6.836, 0.900], [-3.973, 5.993, 1.720], [-2.518, 4.552, 0.548], [-2.273, 4.018, -0.697], [-1.587, 2.815, -0.775], [-1.164, 2.153, 0.301], [-1.467, 2.650, 1.502], [-2.130, 3.855, 1.672], [-2.605, 4.516, -1.598], [-1.368, 2.380, -1.748], [-1.168, 2.057, 2.360], [-2.341, 4.227, 2.666], [1.117, 4.403, -2.510], [1.953, 3.366, -1.301], [1.702, 4.073, 0.332], [3.703, 3.626, -1.629], [1.542, 1.924, -1.397], [1.650, 5.348, -2.638], [0.093, 4.602, -2.197], [1.073, 3.849, -3.452], [2.305, 4.974, 0.450], [2.007, 3.322, 1.070], [0.650, 4.322, 0.486], [3.910, 4.696, -1.686], [3.960, 3.150, -2.576], [4.291, 3.174, -0.828], [2.552, 1.153, 6.056], [1.694, 1.755, 4.357], [3.060, 3.043, 3.659], [0.188, 2.913, 4.936], [1.012, 0.321, 3.353], [2.400, 1.907, 6.840], [3.633, 1.007, 5.943], [2.102, 0.214, 6.386], [3.676, 3.441, 4.473], [2.559, 3.884, 3.163], [3.716, 2.551, 2.932], [0.426, 3.438, 5.866], [-0.706, 2.301, 5.100], [-0.040, 3.665, 4.170], [0.084, 0.591, 2.827], [-1.878, 1.453, -9.776], [-1.653, 1.448, -8.448], [-1.908, 0.324, -7.692], [-2.387, -0.777, -8.298], [-1.675, 0.328, -6.330], [-1.946, -0.801, -5.665], [-1.185, 1.443, -5.634], [-0.909, 1.422, -3.937], [-0.933, 2.555, -6.450], [-0.438, 3.682, -5.909], [-1.157, 2.567, -7.813], [-0.887, 3.669, -8.541]],
  "atomic_forces_ev_per_a": [[-0.702, 0.230, -0.320], [0.198, 0.235, 0.143], [0.020, -0.964, 0.282], [0.289, 0.179, -0.107], [-0.408, 0.301, 0.128], [1.386, -0.294, 0.313], [-0.193, 0.003, 0.055], [-0.046, -0.032, 0.100], [-0.129, 0.022, 0.012], [-0.054, -0.022, 0.068], [-0.017, 0.056, -0.047], [-0.030, -0.097, 0.049], [-0.006, 0.089, -0.069], [-0.109, 0.163, -0.108], [-0.110, -0.614, -0.347], [0.032, 0.029, 0.217], [0.041, 0.057, 0.019], [0.009, 0.007, 0.007], [-0.016, -0.043, 0.062], [-0.012, 0.029, -0.016], [-0.005, -0.066, 0.076], [0.019, -0.070, -0.071], [0.136, -0.071, -0.072], [-0.112, -0.106, 0.062], [-0.068, 0.076, 0.032], [-0.072, -0.027, 0.034], [-0.017, -0.008, -0.046], [0.057, 0.024, 0.007], [-0.021, -0.024, -0.025], [-0.015, -0.015, 0.011], [-0.011, 0.012, -0.012], [0.021, 0.054, 0.002], [-0.007, -0.009, -0.014], [-0.021, 0.007, 0.016], [0.002, 0.001, 0.007], [0.015, 0.008, -0.009], [-0.005, -0.016, 0.019], [-0.069, 0.184, 0.055], [-0.013, 0.275, -0.317], [0.088, -0.024, 0.101], [-0.019, 0.045, 0.081], [0.037, 0.059, -0.030], [0.128, -0.011, -0.064], [-0.153, 0.054, 0.019], [-0.243, 0.048, -0.116], [-0.017, -0.054, 0.137], [-0.070, 0.033, -0.023], [0.054, -0.023, 0.036], [0.061, -0.032, 0.030], [0.006, -0.055, 0.015], [-0.071, -0.001, -0.009], [0.006, -0.079, -0.028], [0.003, 0.025, 0.024], [-0.078, -0.013, -0.025], [0.042, -0.014, 0.023], [0.018, 0.006, -0.014], [-0.011, -0.017, -0.033], [0.000, 0.039, 0.017], [0.019, 0.007, 0.034], [0.018, -0.001, -0.003], [0.010, -0.026, -0.009], [-0.053, -0.037, -0.011], [-0.058, 0.128, 0.010], [-0.054, -0.484, -0.063], [0.074, 0.284, 0.044], [-0.063, 0.126, 0.045], [-0.018, 0.191, 0.019], [-0.016, -0.104, -0.362], [-0.053, -0.049, -0.155], [-0.288, 0.282, 0.121], [-0.039, -0.156, 0.241], [0.016, -0.144, 0.282], [0.064, -0.032, -0.039], [0.022, 0.089, 0.080], [0.019, 0.065, -0.053], [0.053, -0.047, 0.011], [-0.065, -0.018, -0.013], [0.175, -0.050, -0.150], [-0.151, -0.077, -0.004], [0.055, -0.080, -0.014], [0.223, 0.733, -0.307], [-0.038, -0.030, 0.009], [0.008, -0.030, -0.030], [-0.031, 0.039, 0.025], [0.002, -0.007, 0.047], [0.023, 0.071, -0.033], [0.024, -0.033, 0.018], [0.017, -0.045, 0.001], [0.023, 0.017, 0.018], [0.003, 0.001, -0.031], [0.096, 0.024, 0.097], [-0.036, 0.089, 0.118], [0.021, 0.084, -0.072], [-0.091, 0.006, -0.021], [0.166, -0.188, -0.229], [0.050, -0.059, -0.054], [-0.097, 0.002, -0.025], [0.000, 0.045, -0.013], [-0.051, -0.009, -0.079], [0.093, -0.067, 0.070], [-0.034, 0.027, 0.065], [-0.017, -0.001, -0.054], [0.063, 0.056, -0.012], [0.021, -0.055, 0.065], [0.008, -0.221, 0.126], [-0.008, -0.001, -0.091], [0.000, 0.026, -0.044], [-0.042, -0.181, 0.093], [-0.010, -0.032, -0.005], [-0.032, -0.018, -0.002], [-0.012, -0.085, -0.008], [-0.047, -0.027, -0.084], [0.214, 0.239, 0.012], [0.009, -0.026, 0.004], [0.016, 0.084, 0.019], [0.067, 0.108, 0.060], [0.000, 0.049, 0.003]],
  "mulliken_charge": [2.675, -1.553, 1.134, -1.490, 0.596, 0.560, -0.592, -1.289, -0.777, -0.558, -0.696, 0.389, -0.400, 0.207, 0.476, -0.223, -0.363, -0.581, -0.475, -1.158, 0.569, 0.069, 0.330, 0.121, 0.362, 0.208, 0.330, 0.694, 0.361, 0.339, 0.398, 0.529, 0.401, 0.425, 0.375, 0.391, 0.255, -0.513, 0.123, 0.155, -0.513, -0.813, -1.062, -0.631, -0.297, 0.438, -0.418, -0.699, -0.473, -0.675, 0.232, 0.305, -0.473, 0.321, 0.451, 0.440, 0.509, 0.315, 0.351, 0.362, 0.404, 0.489, -0.282, 0.700, -0.280, -0.274, 0.343, -1.248, -0.615, 1.589, -0.377, -1.285, 0.715, 0.034, 0.043, 0.511, -1.014, 1.044, -0.490, -1.439, -0.609, 0.469, 0.131, 0.166, 0.601, -0.374, 0.138, 0.464, 0.357, 0.343, -1.676, 0.515, -1.373, -1.403, 1.001, 0.455, 0.382, 0.404, 0.471, 0.277, 0.310, 0.469, 0.337, 0.218, -1.037, -0.343, 0.740, 0.107, -0.343, -0.265, -0.344, -0.278, 0.393, -0.126, -0.334, 0.047, -0.335],
  "lumo_energy_ha": 0.1419,
  "charge": -2,
  "de_lowest_kcal_mol": 0.00,
  "multiplicity": 1,
  "e_homo_ev": -0.67,
  "homo_lumo_gap_ha": 0.167,
  "e_tot_ha": -6626.88554
}

# 5
{
  "formula": "C4H6IN2",
  "method": "ωB97M-V with the def2-TZVPD basis set",
  "symbols": ["C", "C", "C", "C", "N", "N", "I", "H", "H", "H", "H", "H", "H"],
  "xyz": [[2.372, 0.895, -0.156], [-0.400, -0.965, 1.454], [1.587, 0.045, 0.695], [-0.366, 0.068, -0.700], [2.609, -0.341, -0.268], [0.234, -0.318, 0.561], [2.485, 0.035, 3.361], [2.638, 1.880, -0.465], [-1.437, -1.237, 1.308], [0.095, -1.252, 2.373], [0.113, -0.480, -1.516], [-0.224, 1.136, -0.876], [-1.432, -0.155, -0.699]],
  "atomic_forces_ev_per_a": [[-1.105, -0.756, 1.096], [-0.131, -0.205, 0.288], [3.113, 1.023, 2.030], [-0.631, 0.217, -1.234], [-0.183, -0.204, 0.006], [-0.705, -0.513, 0.495], [-1.030, -0.088, -2.616], [0.331, 0.375, -0.327], [-0.007, 0.125, -0.208], [0.219, 0.122, 0.005], [-0.006, 0.018, 0.178], [0.004, -0.095, 0.178], [0.130, -0.018, 0.110]],
  "nbo_charge": [0.095, 0.153, 0.226, -0.433, -0.219, -0.315, -0.017, 0.268, 0.233, 0.255, 0.257, 0.245, 0.252],
  "lumo_energy_ha": [-0.2205, -0.2217],
  "charge": 1,
  "de_lowest_kcal_mol": 106.04,
  "multiplicity": 1,
  "e_homo_ev": [-13.41, -13.39],
  "homo_lumo_gap_ha": [0.272, 0.270],
  "e_tot_ha": -562.80117
}